Run w
Molecular formula: C48H58N4O4PSSiSr
Method: DFT, ωB97M-V/def2-TZVPD

Calculated values
* molecular weight: 933.8 g/mol
* LUMO level: -3.45 eV
* orbital gap: 3.9 eV
* HOMO: -7.304 eV

ORCA input file:
```
! RIJCOSX wB97M-V def2-TZVPD def2/J DEFGRID3
* xyz 1 1
Sr -0.254 0.158 -0.168
C 2.640 0.223 1.958
C 1.494 -0.106 2.791
C 1.813 -0.655 4.107
C 0.761 -1.178 4.840
C -0.553 -1.081 4.422
C -0.780 -0.438 3.166
N 0.220 0.132 2.466
C -2.188 -0.263 2.611
C -3.260 -0.450 3.496
C -4.592 -0.606 2.936
C -4.809 -0.417 1.579
C -3.673 -0.318 0.692
N -2.424 -0.227 1.248
C -3.744 -0.152 -0.730
C -5.002 -0.193 -1.349
C -5.041 -0.064 -2.752
C -3.871 -0.308 -3.492
C -2.617 -0.399 -2.722
C -1.447 -0.810 -3.439
N -2.573 -0.230 -1.403
H 2.367 1.059 1.211
H 3.094 -0.627 1.390
H 3.481 0.673 2.428
H 2.866 -0.771 4.426
H 0.929 -1.402 5.905
H -1.302 -1.529 5.078
H -3.140 -0.290 4.593
H -5.475 -0.790 3.546
H -5.786 -0.277 1.152
H -5.854 -0.079 -0.638
H -5.954 0.074 -3.253
H -3.734 -0.458 -4.613
H -1.674 -0.651 -4.558
H -1.441 -1.925 -3.183
H -0.534 -0.306 -3.189
O -0.183 -2.747 -0.832
N 0.891 -3.598 -0.660
C 1.935 -3.191 0.068
C 2.962 -4.219 0.033
C 4.241 -3.957 0.534
C 5.120 -5.089 0.677
C 4.815 -6.232 -0.110
C 3.669 -6.368 -0.917
C 2.590 -5.461 -0.577
P 0.926 -5.369 -1.100
C -0.243 -5.982 0.060
C -1.309 -6.894 -0.218
C -2.293 -7.199 0.681
C -2.242 -6.790 2.027
C -1.153 -6.010 2.315
C -0.207 -5.600 1.406
C 0.485 -5.580 -2.800
C 1.530 -5.633 -3.796
C 1.205 -5.909 -5.114
C -0.159 -5.953 -5.491
C -1.144 -5.894 -4.555
C -0.862 -5.739 -3.176
H -0.917 -3.209 -0.289
H 2.044 -2.068 0.228
H 4.399 -2.981 1.038
H 5.954 -4.883 1.319
H 5.583 -7.015 0.000
H 3.637 -7.273 -1.487
H -1.194 -7.575 -1.139
H -3.154 -7.665 0.257
H -2.782 -7.274 2.820
H -1.007 -5.773 3.328
H 0.641 -5.046 1.786
H 2.535 -5.438 -3.496
H 1.960 -6.119 -5.817
H -0.482 -6.024 -6.510
H -2.190 -5.960 -4.862
H -1.771 -5.654 -2.577
C 0.167 6.157 -2.491
C -1.090 5.625 -1.806
C -2.004 6.853 -1.720
C -1.786 4.444 -2.512
O -0.635 5.066 -0.542
Si 0.668 4.207 -0.058
S 1.343 2.533 -1.180
O 0.073 3.500 1.315
C -0.563 4.302 2.367
C -0.139 5.785 2.368
C -0.145 3.506 3.668
C -2.080 4.354 2.136
O 1.944 5.195 0.356
C 3.407 5.240 0.132
C 3.907 6.494 0.784
C 3.716 5.246 -1.289
C 4.140 4.017 0.820
H -0.195 6.144 -3.497
H 1.135 5.665 -2.424
H 0.139 7.200 -2.223
H -1.836 7.430 -2.672
H -1.660 7.507 -0.853
H -3.051 6.599 -1.543
H -2.849 4.499 -2.419
H -1.406 3.488 -2.032
H -1.480 4.535 -3.572
H -0.426 6.116 3.351
H -0.538 6.239 1.468
H 0.928 5.882 2.150
H -0.765 3.817 4.516
H 0.897 3.681 4.007
H -0.457 2.524 3.432
H -2.577 5.176 2.699
H -2.545 3.405 2.511
H -2.221 4.515 1.060
H 3.655 6.417 1.804
H 3.290 7.198 0.270
H 4.909 6.699 0.551
H 3.460 4.342 -1.875
H 4.792 5.505 -1.627
H 3.092 5.871 -1.894
H 5.184 3.933 0.407
H 3.687 3.055 0.500
H 4.141 4.091 1.951
*
```



Run x
Molecular formula: C48H58N4O4PSSiSr
Method: DFT, ωB97M-V/def2-TZVPD

Calculated values
* molecular weight: 933.8 g/mol
* LUMO level (alpha / beta): -4.08 / -4.08 eV
* orbital gap (alpha / beta): 2.0 / 2.0 eV
* HOMO (alpha / beta): -6.093 / -6.105 eV

ORCA input file:
```
! RIJCOSX wB97M-V def2-TZVPD def2/J DEFGRID3
* xyz 1 1
Sr -20.046 -10.142 -10.729
C -23.694 -4.557 -10.662
C -23.093 -5.256 -9.535
C -21.764 -4.931 -8.934
C -21.141 -5.963 -8.292
C -21.720 -7.243 -8.289
C -23.072 -7.334 -8.626
N -23.748 -6.282 -9.025
C -23.646 -8.684 -8.951
C -24.999 -8.948 -8.793
C -25.436 -10.266 -9.003
C -24.511 -11.144 -9.555
C -23.207 -10.774 -9.784
N -22.770 -9.536 -9.460
C -22.278 -11.767 -10.328
C -22.652 -12.547 -11.458
C -22.032 -13.785 -11.620
C -20.995 -14.137 -10.720
C -20.541 -13.288 -9.739
C -19.379 -13.596 -8.981
N -21.230 -12.101 -9.539
H -23.091 -4.626 -11.607
H -23.531 -3.493 -10.368
H -24.799 -4.782 -10.632
H -21.243 -3.995 -9.073
H -20.170 -5.819 -7.805
H -21.257 -8.202 -8.073
H -25.641 -8.198 -8.319
H -26.429 -10.604 -8.839
H -24.751 -12.150 -9.859
H -23.459 -12.212 -12.145
H -22.274 -14.443 -12.442
H -20.551 -15.154 -10.765
H -19.331 -14.676 -8.680
H -19.342 -12.931 -8.085
H -18.501 -13.330 -9.584
O -20.313 -8.195 -12.047
N -18.839 -8.186 -11.931
C -18.374 -7.075 -12.249
C -16.941 -6.910 -12.479
C -16.386 -5.655 -12.826
C -15.082 -5.546 -13.244
C -14.341 -6.678 -13.497
C -14.794 -7.940 -13.072
C -16.098 -8.113 -12.556
P -16.751 -9.757 -12.311
C -15.257 -10.823 -12.205
C -15.035 -11.994 -12.932
C -13.834 -12.710 -12.719
C -12.876 -12.275 -11.766
C -13.186 -11.155 -11.007
C -14.370 -10.494 -11.239
C -17.636 -10.068 -13.825
C -18.449 -11.214 -13.833
C -18.942 -11.738 -15.012
C -18.674 -11.092 -16.196
C -18.152 -9.794 -16.172
C -17.657 -9.216 -14.975
H -20.592 -7.316 -12.343
H -19.063 -6.205 -12.406
H -17.082 -4.806 -12.895
H -14.573 -4.618 -13.341
H -13.383 -6.646 -13.994
H -14.147 -8.829 -13.093
H -15.721 -12.327 -13.696
H -13.532 -13.559 -13.345
H -11.997 -12.893 -11.566
H -12.543 -10.827 -10.215
H -14.724 -9.669 -10.616
H -18.462 -11.818 -12.865
H -19.473 -12.663 -15.003
H -18.992 -11.533 -17.139
H -18.231 -9.217 -17.086
H -17.285 -8.211 -15.020
C -13.903 -9.616 -2.453
C -13.519 -10.919 -3.275
C -12.836 -12.165 -2.578
C -12.843 -10.611 -4.605
O -14.785 -11.424 -3.853
Si -16.367 -11.267 -3.256
S -17.017 -9.797 -4.540
O -16.503 -12.734 -2.806
C -16.829 -14.031 -3.386
C -18.314 -14.224 -3.041
C -16.028 -15.097 -2.669
C -16.541 -13.816 -4.947
O -17.123 -10.622 -2.027
C -18.218 -9.861 -1.653
C -19.622 -10.650 -1.978
C -18.231 -8.464 -2.342
C -18.093 -9.779 -0.090
H -14.423 -8.996 -3.250
H -12.955 -9.157 -2.250
H -14.529 -9.738 -1.537
H -11.884 -11.950 -2.102
H -12.811 -13.025 -3.232
H -13.553 -12.412 -1.791
H -13.244 -11.148 -5.411
H -12.846 -9.521 -4.930
H -11.774 -10.692 -4.475
H -18.416 -14.002 -1.934
H -18.605 -15.307 -3.196
H -18.856 -13.452 -3.659
H -16.278 -15.307 -1.615
H -14.957 -14.988 -2.895
H -16.354 -16.030 -3.188
H -17.365 -13.286 -5.424
H -16.422 -14.819 -5.331
H -15.630 -13.218 -5.138
H -19.525 -11.606 -2.474
H -20.301 -10.056 -2.526
H -20.025 -10.864 -0.979
H -18.416 -7.611 -1.656
H -19.043 -8.409 -3.080
H -17.319 -8.231 -2.870
H -18.978 -9.631 0.548
H -17.475 -8.917 0.102
H -17.578 -10.652 0.323
*
```



The most stable of them is run w.



Run w
Molecular formula: CH3Cl2P
Method: DFT, ωB97M-V/def2-TZVPD

Calculated values
* molecular weight: 116.9 g/mol
* LUMO level (alpha / beta): -2.35 / -2.35 eV
* orbital gap (alpha / beta): 7.1 / 7.1 eV
* HOMO (alpha / beta): -9.482 / -9.482 eV

ORCA input file:
```
! RIJCOSX wB97M-V def2-TZVPD def2/J DEFGRID3
* xyz 0 1
C -1.094 -0.020 0.269
P 0.567 0.138 -0.808
Cl 2.961 1.422 -1.070
Cl 1.586 -1.162 0.211
H -1.206 -1.145 0.086
H -1.729 0.728 -0.025
H -1.085 0.038 1.337
*
```



Run x
Molecular formula: CH3Cl2P
Method: DFT, ωB97M-V/def2-TZVPD

Calculated values
* molecular weight: 116.9 g/mol
* structure (SMILES): ClCPCl
* LUMO level: 0.29 eV
* orbital gap: 10.4 eV
* HOMO: -10.097 eV

ORCA input file:
```
! RIJCOSX wB97M-V def2-TZVPD def2/J DEFGRID3
* xyz 0 1
Cl -1.950 0.531 0.015
C -0.322 -0.134 -0.200
P 0.882 1.331 -0.083
Cl 2.542 -0.014 -0.054
H -0.079 -0.675 0.709
H -0.159 -0.418 -1.275
H 0.962 1.241 1.239
*
```



The most stable of them is run x.